No. 1
# C5H9PS3

An isolated molecule of C5H9PS3 at a distorted geometry (ωB97M-V/def2-TZVPD, OMol25).

Geometry (Å):
C1 2.680 2.279 1.363
C2 1.581 1.446 0.799
C3 1.680 0.131 0.517
P1 0.112 -0.850 0.257
S1 0.130 -2.666 0.975
S2 -0.485 -0.905 -1.772
C4 -2.057 -1.729 -1.561
C5 -3.200 -0.794 -1.213
S3 -4.532 -0.641 -2.045
H1 2.487 3.398 1.525
H2 3.571 2.191 0.653
H3 3.008 1.795 2.298
H4 0.503 1.605 0.773
H5 2.552 -0.467 0.542
H6 -0.876 0.235 0.528
H7 -1.844 -2.509 -0.785
H8 -2.247 -2.355 -2.454
H9 -3.063 -0.164 -0.399

- ΔE to the lowest compared entry with this formula, charge and spin (kJ/mol) = 0.0
- SMILES = C/C=C/[P@H](=S)SCC=S
- molar mass (u) = 196.3
- calculated total energy (eV) = -47123.8606
- strongest force on any atom (eV Å⁻¹) = 2.638
- lowest unoccupied orbital energy (eV) = -0.35

And the Löwdin charges, in e, turn out to be: -0.1015, -0.2256, -0.2966, 0.0918, 0.1643, 0.5688, -0.6659, -0.7630, 0.7291, 0.0977, 0.1005, 0.0833, 0.0604, 0.0563, 0.0058, 0.0193, 0.0739, 0.0015

***

No. 2
# C5HBrClN

A 2-piece molecular cluster, C5HBrClN overall at a distorted geometry (ωB97M-V/def2-TZVPD, OMol25).

Geometry (Å):
C1 -1.431 0.267 0.544
C2 -1.719 -0.376 -0.624
C3 -1.209 0.801 1.600
C4 1.912 0.170 -0.260
C5 1.740 -0.777 -0.985
N1 -1.983 -0.921 -1.600
Cl1 1.346 -2.065 -1.904
Br1 2.356 1.607 0.723
H1 -1.013 1.295 2.507

- expectation value of S² = 2.01
- molar mass (u) = 190.4
- calculated total energy (eV) = -89244.7743
- strongest force on any atom (eV Å⁻¹) = 4.403
- lowest unoccupied orbital energy (alpha / beta) (eV) = -0.34 / -5.21
- multiplicity = 3

And the Löwdin charges, in e, turn out to be: -0.1878, -0.3401, 0.0805, -0.6628, -0.6317, 0.1026, 0.8174, 0.8098, 0.0122

***

No. 3
# C5HF7

A 2-piece molecular cluster, C5HF7 overall at a distorted geometry (ωB97M-V/def2-TZVPD, OMol25).

Geometry (Å):
C1 -0.121 -0.811 -1.412
C2 -0.114 0.784 0.614
C3 -0.722 1.860 0.190
C4 0.370 -1.881 -1.933
C5 0.423 0.304 1.911
F1 -0.737 2.941 0.983
F2 -1.207 2.049 -0.986
F3 -0.114 -2.545 -3.010
F4 1.417 -2.575 -1.486
F5 -0.410 -0.624 2.405
F6 1.518 -0.332 1.704
F7 0.620 1.131 2.895
H1 -0.923 -0.302 -1.874

- ΔE to the lowest compared entry with this formula, charge and spin (kJ/mol) = 521.4
- molar mass (u) = 194.0
- calculated total energy (eV) = -24217.2140
- strongest force on any atom (eV Å⁻¹) = 3.702
- lowest unoccupied orbital energy (eV) = -2.58

And the Löwdin charges, in e, turn out to be: 0.2364, 0.2287, -0.3900, -0.4320, -0.7428, 0.1421, 0.1824, 0.1045, 0.1120, 0.1308, 0.1867, 0.2016, 0.0396

***

No. 4
# C5HO3

An isolated ion of composition C5HO3 and charge -1 at a distorted geometry (ωB97M-V/def2-TZVPD, OMol25).

Geometry (Å):
O1 -3.279 -0.822 0.067
C1 -2.237 -0.235 -0.104
C2 -1.363 0.630 -0.044
C3 -0.073 0.864 0.304
O2 0.399 1.883 0.764
C4 0.847 -0.369 -0.123
C5 2.151 -0.374 -0.172
O3 3.309 -0.333 -0.195
H1 0.244 -1.244 -0.497

- ΔE to the lowest compared entry with this formula, charge and spin (kJ/mol) = 0.0
- SMILES = O=C=C=C([O-])C=C=O
- molar mass (u) = 109.1
- calculated total energy (eV) = -11342.5229
- strongest force on any atom (eV Å⁻¹) = 3.409
- lowest unoccupied orbital energy (eV) = 3.59
- net charge = -1

And the Löwdin charges, in e, turn out to be: -0.0378, -0.3589, -0.0543, -0.5299, -0.0075, -0.0257, -0.2390, 0.1358, 0.1173

***

No. 5
# C60H100InN5O6PSTe

C60H100InN5O6PSTe as an isolated structure at a distorted geometry (ωB97M-V/def2-TZVPD, OMol25).

Geometry (Å):
In1 1.111 0.310 0.215
C1 4.261 -5.806 4.159
C2 2.842 -5.899 3.576
C3 1.956 -6.609 4.604
C4 2.862 -6.734 2.286
C5 2.346 -4.503 3.227
C6 3.097 -3.716 2.368
C7 2.689 -2.458 1.960
C8 3.565 -1.834 0.905
N1 3.547 -0.386 0.741
C9 3.980 0.244 1.970
C10 3.470 1.681 2.272
N2 2.290 2.164 1.565
C11 2.565 3.306 0.705
C12 2.420 2.987 -0.801
N3 2.708 1.600 -1.103
C13 4.123 1.316 -0.971
C14 4.345 -0.091 -0.434
C15 2.133 1.241 -2.409
C16 2.353 -0.147 -2.951
C17 2.932 -0.260 -4.203
C18 2.974 -1.457 -4.900
C19 2.342 -2.545 -4.312
C20 1.723 -2.494 -3.073
C21 1.783 -1.284 -2.336
O1 1.401 -1.292 -1.082
C22 1.016 -3.717 -2.494
C23 0.905 -4.870 -3.502
C24 1.802 -4.223 -1.276
C25 -0.415 -3.356 -2.085
C26 3.667 -1.514 -6.256
C27 5.158 -1.205 -6.056
C28 3.554 -2.885 -6.929
C29 3.044 -0.482 -7.207
C30 1.170 2.380 2.501
C31 0.001 3.192 2.008
C32 -0.542 4.108 2.898
C33 -1.649 4.876 2.579
C34 -2.121 4.766 1.277
C35 -1.608 3.887 0.340
C36 -0.588 2.978 0.747
O2 -0.182 2.041 -0.072
C37 -2.118 3.905 -1.098
C38 -3.146 5.016 -1.351
C39 -0.936 4.155 -2.050
C40 -2.761 2.570 -1.477
C41 -2.349 5.746 3.616
C42 -1.349 6.361 4.606
C43 -3.333 4.855 4.390
C44 -3.133 6.900 2.978
C45 1.475 -1.912 2.424
O3 1.106 -0.684 2.146
C46 0.698 -2.709 3.312
C47 1.150 -3.964 3.683
C48 -0.602 -2.158 3.886
C49 -1.361 -3.149 4.782
C50 -0.249 -0.942 4.753
C51 -1.559 -1.765 2.759
H1 4.621 -6.795 4.441
H2 4.257 -5.167 5.040
H3 4.955 -5.385 3.437
H4 2.372 -7.587 4.839
H5 0.952 -6.759 4.217
H6 1.898 -6.036 5.526
H7 3.202 -7.748 2.493
H8 3.524 -6.291 1.546
H9 1.863 -6.778 1.857
H10 4.037 -4.085 1.975
H11 3.254 -2.247 -0.055
H12 4.608 -2.160 1.088
H13 5.084 0.266 2.029
H14 3.625 -0.402 2.774
H15 4.305 2.374 2.102
H16 3.269 1.695 3.350
H17 3.576 3.692 0.898
H18 1.863 4.112 0.940
H19 3.070 3.669 -1.374
H20 1.389 3.161 -1.092
H21 4.576 2.034 -0.285
H22 4.635 1.401 -1.941
H23 5.421 -0.245 -0.234
H24 4.041 -0.790 -1.216
H25 2.468 1.963 -3.171
H26 1.047 1.324 -2.296
H27 3.345 0.631 -4.655
H28 2.332 -3.480 -4.841
H29 1.879 -5.274 -3.774
H30 0.384 -4.544 -4.397
H31 0.325 -5.678 -3.058
H32 2.867 -4.265 -1.510
H33 1.468 -5.220 -0.990
H34 1.650 -3.557 -0.432
H35 -0.976 -3.012 -2.949
H36 -0.428 -2.559 -1.348
H37 -0.916 -4.227 -1.663
H38 5.603 -1.931 -5.377
H39 5.297 -0.213 -5.635
H40 5.692 -1.251 -7.005
H41 3.975 -3.669 -6.303
H42 4.102 -2.873 -7.871
H43 2.515 -3.123 -7.147
H44 3.151 0.533 -6.838
H45 1.981 -0.674 -7.321
H46 3.518 -0.545 -8.185
H47 1.551 2.878 3.409
H48 0.807 1.389 2.787
H49 -0.080 4.193 3.872
H50 -2.929 5.410 0.982
H51 -2.725 5.996 -1.135
H52 -4.049 4.876 -0.760
H53 -3.431 4.996 -2.402
H54 -0.307 4.970 -1.691
H55 -1.300 4.411 -3.045
H56 -0.348 3.247 -2.139
H57 -3.706 2.423 -0.961
H58 -2.102 1.738 -1.248
H59 -2.949 2.545 -2.547
H60 -0.887 5.595 5.222
H61 -1.855 7.062 5.271
H62 -0.570 6.898 4.067
H63 -2.810 4.007 4.826
H64 -4.098 4.463 3.722
H65 -3.818 5.421 5.186
H66 -2.480 7.509 2.357
H67 -3.557 7.534 3.755
H68 -3.956 6.535 2.370
H69 0.538 -4.542 4.352
H70 -0.785 -3.417 5.667
H71 -1.635 -4.053 4.240
H72 -2.283 -2.673 5.118
H73 0.475 -1.235 5.516
H74 -1.135 -0.542 5.245
H75 0.188 -0.166 4.133
H76 -1.878 -2.654 2.215
H77 -1.091 -1.081 2.053
H78 -2.434 -1.264 3.172
C52 -3.912 2.321 -5.272
C53 -3.677 0.827 -5.084
O4 -2.915 0.559 -3.944
P1 -1.296 0.210 -4.074
O5 -0.832 -0.008 -2.698
Te1 -0.176 1.747 -5.468
O6 -1.411 -1.284 -4.812
C54 -1.332 -1.441 -6.191
C55 -0.368 -2.559 -6.561
H79 -4.517 2.492 -6.161
H80 -2.951 2.823 -5.387
H81 -4.429 2.732 -4.409
H82 -3.191 0.422 -5.979
H83 -4.638 0.309 -4.957
H84 -0.968 -0.499 -6.647
H85 -2.334 -1.665 -6.593
H86 -0.257 -2.601 -7.642
H87 0.591 -2.351 -6.098
H88 -0.731 -3.523 -6.209
C56 -5.644 -0.634 4.304
N4 -4.977 0.648 4.451
C57 -4.009 0.679 5.534
C58 -4.611 1.291 3.265
S1 -3.041 1.538 2.817
N5 -5.644 1.753 2.521
C59 -7.002 1.823 2.992
C60 -5.420 2.245 1.184
H89 -4.926 -1.436 4.084
H90 -6.366 -0.597 3.492
H91 -6.165 -0.869 5.234
H92 -4.394 1.323 6.329
H93 -3.061 1.078 5.172
H94 -3.835 -0.318 5.940
H95 -7.059 1.597 4.054
H96 -7.642 1.131 2.436
H97 -7.384 2.837 2.842
H98 -4.389 2.585 1.098
H99 -6.097 3.075 0.977
H100 -5.587 1.454 0.446

- molar mass (u) = 1292.9
- calculated total energy (eV) = -116176.8701
- strongest force on any atom (eV Å⁻¹) = 2.182
- lowest unoccupied orbital energy (eV) = 2.02
- net charge = -1

Atom charges from the Löwdin analysis, given in e for atoms 1 to 99: 1.0690, -0.0531, -0.5572, -0.0674, -0.0462, -0.1782, -0.0065, -0.1288, -0.1451, -0.1934, -0.1336, -0.1326, -0.1676, -0.1297, -0.1537, -0.1967, -0.1241, -0.1504, -0.1544, -0.1541, -0.0200, -0.1795, 0.0049, -0.0735, -0.3056, -0.1436, -0.5109, -0.0612, -0.0351, -0.0295, -0.5503, -0.0529, -0.0619, -0.0505, -0.1272, -0.1679, -0.0156, -0.1940, 0.0014, -0.0845, -0.3173, -0.1381, -0.5057, -0.0620, -0.0381, -0.0194, -0.5481, -0.0621, -0.0524, -0.0627, -0.2833, -0.1741, -0.0780, 0.0228, -0.5182, -0.0666, -0.0253, -0.0438, 0.0776, 0.0876, 0.0705, 0.0784, 0.0819, 0.0842, 0.0780, 0.0754, 0.0877, 0.1128, 0.1021, 0.1371, 0.1307, 0.1188, 0.1101, 0.1221, 0.1129, 0.1308, 0.1403, 0.0859, 0.1166, 0.1424, 0.1356, 0.1188, 0.1213, 0.0794, 0.1076, 0.0864, 0.0807, 0.0673, 0.0804, 0.0919, 0.0799, 0.0634, 0.0771, 0.0725, 0.0825, 0.0845, 0.0728, 0.0757, 0.0819

***

No. 6
# C60H105F27N4O26

A 13-piece molecular cluster, C60H105F27N4O26 overall at a distorted geometry (ωB97M-V/def2-TZVPD, OMol25).

Geometry (Å):
C1 -0.626 1.535 3.358
O1 0.258 0.846 2.426
C2 0.476 -0.540 2.763
C3 1.449 -1.095 1.741
N1 1.265 -0.500 0.390
C4 0.050 -0.999 -0.291
C5 -0.241 -0.054 -1.479
O2 -0.716 1.245 -1.051
C6 -0.842 2.181 -2.111
H1 -1.674 1.350 3.122
H2 -0.511 2.614 3.265
H3 -0.518 1.285 4.414
H4 -0.507 -1.006 2.695
H5 0.783 -0.677 3.800
H6 1.244 -2.142 1.516
H7 2.471 -0.965 2.097
H8 0.955 0.437 0.604
H9 -0.767 -0.850 0.415
H10 0.240 -1.997 -0.687
H11 -0.981 -0.517 -2.132
H12 0.693 0.028 -2.035
H13 0.047 2.283 -2.733
H14 -0.985 3.167 -1.670
H15 -1.701 1.930 -2.734
C7 1.105 4.540 1.163
O3 2.405 4.015 0.943
C8 2.372 2.834 0.199
C9 3.809 2.259 0.164
N2 3.862 0.976 -0.492
C10 5.205 0.334 -0.409
C11 5.757 -0.061 0.917
O4 6.885 -0.816 0.703
C12 7.424 -1.344 1.872
H16 0.555 4.798 0.258
H17 1.185 5.411 1.814
H18 0.559 3.741 1.665
H19 2.117 3.176 -0.804
H20 1.612 2.124 0.525
H21 4.245 2.120 1.154
H22 4.393 3.012 -0.365
H23 3.088 0.389 -0.215
H24 5.828 1.040 -0.958
H25 5.155 -0.621 -0.933
H26 4.941 -0.600 1.399
H27 5.983 0.877 1.424
H28 8.391 -1.791 1.640
H29 6.723 -2.003 2.383
H30 7.701 -0.558 2.575
C13 -4.934 0.991 0.540
O5 -4.956 -0.151 1.413
C14 -3.696 -0.861 1.433
C15 -3.808 -2.154 2.195
N3 -2.541 -2.988 2.040
C16 -2.562 -3.902 0.913
C17 -1.188 -4.652 0.877
O6 -0.970 -5.556 1.995
C18 0.088 -6.405 1.796
H31 -4.151 1.738 0.669
H32 -5.935 1.421 0.504
H33 -4.650 0.662 -0.460
H34 -2.940 -0.229 1.898
H35 -3.329 -1.118 0.439
H36 -4.712 -2.701 1.925
H37 -3.929 -1.867 3.239
H38 -2.517 -3.596 2.846
H39 -2.741 -3.337 -0.002
H40 -3.384 -4.617 0.888
H41 -0.406 -3.899 0.779
H42 -1.199 -5.273 -0.019
H43 0.429 -6.813 2.748
H44 0.936 -5.865 1.376
H45 -0.279 -7.260 1.227
C19 -5.986 -5.385 7.194
O7 -4.944 -5.829 6.295
C20 -4.875 -5.136 5.058
C21 -3.663 -5.749 4.264
N4 -2.412 -4.983 4.182
C22 -1.858 -4.530 5.419
C23 -0.538 -3.865 5.128
O8 0.366 -4.834 4.494
C24 1.611 -4.286 4.154
H46 -6.954 -5.563 6.725
H47 -5.844 -4.349 7.503
H48 -6.012 -5.944 8.129
H49 -4.732 -4.065 5.196
H50 -5.769 -5.360 4.475
H51 -3.944 -5.937 3.228
H52 -3.406 -6.754 4.599
H53 -1.766 -5.286 3.467
H54 -1.738 -5.431 6.021
H55 -2.469 -3.828 5.986
H56 -0.031 -3.414 5.981
H57 -0.642 -3.068 4.391
H58 1.962 -3.771 5.047
H59 1.381 -3.527 3.406
H60 2.259 -5.094 3.816
C25 -2.204 -3.298 -8.390
C26 -2.503 -1.971 -7.644
O9 -1.405 -1.698 -6.728
C27 -0.365 -0.843 -6.954
O10 -0.089 -0.453 -8.111
C28 0.398 -0.324 -5.769
F1 1.699 -0.301 -6.067
F2 -0.108 0.933 -5.438
F3 0.200 -1.045 -4.654
H61 -1.720 -3.946 -7.659
H62 -1.447 -3.125 -9.155
H63 -3.116 -3.582 -8.915
H64 -3.414 -2.248 -7.114
H65 -2.711 -1.143 -8.323
C29 2.844 2.242 -9.260
C30 2.872 2.566 -7.806
O11 1.544 2.724 -7.317
C31 1.275 3.606 -6.334
O12 2.121 4.245 -5.711
C32 -0.193 3.991 -6.191
F4 -0.568 3.599 -4.970
F5 -0.333 5.265 -6.312
F6 -0.896 3.374 -7.139
H66 2.293 1.308 -9.368
H67 3.863 2.080 -9.613
H68 2.328 2.984 -9.868
H69 3.456 3.469 -7.628
H70 3.334 1.754 -7.245
C33 -3.713 -1.460 -2.854
C34 -3.167 -0.772 -4.133
O13 -3.622 0.540 -4.161
C35 -3.731 1.235 -5.326
O14 -3.319 0.818 -6.470
C36 -4.321 2.673 -5.172
F7 -4.433 3.076 -3.906
F8 -3.550 3.541 -5.785
F9 -5.542 2.685 -5.645
H71 -3.280 -1.005 -1.963
H72 -3.567 -2.537 -2.770
H73 -4.782 -1.307 -2.712
H74 -3.490 -1.298 -5.031
H75 -2.079 -0.800 -4.179
C37 3.241 -1.223 -3.298
C38 3.089 -2.493 -2.462
O15 1.750 -2.872 -2.729
C39 1.389 -3.839 -3.740
O16 2.220 -4.302 -4.556
C40 -0.088 -4.188 -3.808
F10 -0.279 -5.433 -3.329
F11 -0.889 -3.342 -3.134
F12 -0.468 -4.168 -5.113
H76 4.077 -0.621 -2.944
H77 2.453 -0.473 -3.358
H78 3.506 -1.510 -4.316
H79 3.289 -2.420 -1.393
H80 3.655 -3.330 -2.871
C41 -5.954 7.492 0.643
C42 -5.704 6.551 1.833
O17 -4.312 6.046 1.798
C43 -3.970 5.108 1.011
O18 -4.730 4.442 0.331
C44 -2.399 5.026 0.913
F13 -2.153 5.479 -0.335
F14 -1.697 5.645 1.837
F15 -2.099 3.738 0.918
H81 -6.035 6.885 -0.259
H82 -5.114 8.163 0.465
H83 -6.891 8.019 0.823
H84 -6.439 5.747 1.861
H85 -5.867 7.122 2.748
C45 2.027 7.092 -1.751
C46 1.444 6.175 -2.913
O19 0.044 5.982 -2.949
C47 -0.864 6.925 -3.194
O20 -0.704 8.161 -3.355
C48 -2.321 6.406 -3.364
F16 -2.432 5.036 -3.326
F17 -3.058 7.007 -2.432
F18 -2.784 6.840 -4.556
H86 1.723 8.139 -1.734
H87 3.116 7.051 -1.761
H88 1.882 6.605 -0.787
H89 1.851 5.168 -2.835
H90 1.834 6.509 -3.875
C49 -3.125 -0.670 6.390
C50 -2.361 0.514 6.858
O21 -3.072 1.589 6.331
C51 -2.516 2.881 6.366
O22 -1.433 3.181 6.882
C52 -3.554 3.869 5.709
F19 -3.619 4.925 6.506
F20 -3.001 4.248 4.501
F21 -4.774 3.413 5.405
H91 -4.128 -0.675 6.815
H92 -2.707 -1.659 6.580
H93 -3.223 -0.532 5.313
H94 -1.328 0.514 6.510
H95 -2.396 0.728 7.927
C53 8.286 -2.960 -1.533
C54 6.891 -3.467 -1.857
O23 6.313 -3.716 -0.593
C55 5.204 -4.446 -0.440
O24 4.684 -5.063 -1.336
C56 4.572 -4.382 0.976
F22 5.166 -3.580 1.875
F23 3.304 -3.962 0.850
F24 4.610 -5.621 1.453
H96 8.857 -3.682 -0.949
H97 8.405 -1.963 -1.110
H98 8.886 -2.870 -2.437
H99 6.961 -4.426 -2.371
H100 6.245 -2.772 -2.394
C57 3.283 2.962 4.452
C58 3.667 1.510 4.105
O25 4.083 0.707 5.208
C59 4.209 -0.679 5.220
O26 4.216 -1.365 4.177
C60 4.655 -1.343 6.536
F25 3.582 -1.993 6.994
F26 5.645 -2.246 6.365
F27 5.011 -0.436 7.477
H101 2.261 2.991 4.831
H102 3.282 3.635 3.595
H103 3.913 3.396 5.229
H104 4.520 1.451 3.429
H105 2.841 1.107 3.519

- molar mass (u) = 1811.4
- calculated total energy (eV) = -196483.4556
- strongest force on any atom (eV Å⁻¹) = 6.562
- lowest unoccupied orbital energy (eV) = 0.34

Atom charges from the Mulliken analysis, given in e for atoms 1 to 99: -0.8780, 1.5509, -0.9223, 1.3561, 1.1320, 0.0742, 0.3165, 0.4495, -0.7884, -0.0489, 0.1863, 0.0902, -0.4398, 0.6600, -0.5403, -0.8588, -1.4308, -0.5610, 0.2121, -0.5788, -0.2570, 0.4364, -0.1312, 0.2154, 0.4225, -0.6233, 1.2714, -0.3484, 0.4935, -0.8593, -0.0160, -0.2192, -0.7802, -0.1655, 0.5373, -0.5495, -0.0327, -0.4139, -0.0609, 0.2905, -0.0354, 0.4480, -0.0653, 0.0296, 0.4525, 0.2660, 0.2038, 0.3871, -0.0811, -0.6214, 2.3371, -1.0935, 0.8903, -0.6483, 0.0302, -0.5676, -1.0480, -0.0299, 0.3821, -0.0528, -0.6026, -1.0353, 0.4317, 0.1112, -0.5827, -0.0574, 0.5234, -0.2209, 0.5182, 0.3623, 0.2514, 0.3231, -0.7359, -0.3417, -0.6815, -1.1058, 0.3214, -0.7505, 0.0289, -0.4473, -0.6025, 0.3114, 0.2528, 0.2605, 0.2741, 0.5333, 0.3908, 0.5823, 0.5192, 0.3954, 0.1794, 0.6781, -0.3170, 0.3995, 0.1374, 0.2939, -1.2277, -0.2629, 0.1972